Molecular formula: CH7N5S
Method: DFT, ωB97M-V/def2-TZVPD

Each line ends with the natural charge from an NBO analysis.
CARTESIAN COORDINATES (ANGSTROEM)
C  11.10963  -4.62619  1.60041  0.354
N  10.66379  -4.36330  2.62637  -0.003
N  -7.34624  2.42289  -1.31933  -0.684
N  -9.20392  4.09473  -2.78485  -0.327
N  10.23215  -4.09933  3.77219  -0.555
N  -8.08136  3.71158  -3.16474  -0.078
S  -5.88784  2.48505  -1.12757  0.811
H  11.50008  -4.87275  0.64475  0.306
H  -9.23993  4.96877  -2.25472  0.423
H  -10.08117  3.56998  -2.87721  0.415
H  10.77505  -4.37057  4.58491  0.450
H  9.35616  -3.60142  3.88293  0.448
H  -8.08214  2.83645  -3.70233  0.388
H  -5.71426  1.84412  0.11919  0.052

Results
* molecular weight: 121.2 g/mol
* HOMO level (alpha / beta): -14.53 / -14.53 eV
* energy relative to the best compared isomer or geometry (same formula, charge and spin): 25.3 kcal per mole
* net charge: +2
* frontier orbital gap (alpha / beta): 7.9 / 7.9 eV

***

Molecular formula: C7H18O4
Method: DFT, ωB97M-V/def2-TZVPD

Each line ends with the natural charge from an NBO analysis.
CARTESIAN COORDINATES (ANGSTROEM)
C  1.11298  0.31814  -1.15400  -0.198
C  1.88411  0.72019  -2.12445  -0.358
C  1.24970  -1.33347  0.55284  -0.206
C  0.86165  -0.97265  -0.64526  -0.056
C  -0.11045  -1.69721  -1.63476  -0.179
C  -1.22051  -2.35926  -1.27690  -0.400
C  0.57982  -2.18261  1.58689  -0.662
H  0.36822  0.99613  -0.56318  0.191
H  2.55560  0.08074  -2.59553  0.193
H  2.09656  1.79657  -2.39604  0.209
H  2.06748  -0.90423  1.02017  0.194
H  0.16183  -1.47156  -2.71227  0.219
H  -1.84960  -2.90692  -1.91608  0.200
H  -1.35808  -2.71819  -0.23385  0.188
H  -0.56872  -2.26927  1.58041  0.211
H  0.92811  -3.22637  1.61877  0.229
H  0.80964  -1.96183  2.60255  0.216
H  -0.38452  1.07569  2.91649  0.488
H  0.63622  0.28319  2.00840  0.473
O  -0.05816  0.90606  1.95435  -0.958
H  2.29536  1.99236  1.10802  0.462
H  1.62768  2.48617  -0.14915  0.468
O  2.58731  2.32582  0.26636  -0.927
H  -3.48981  0.41614  0.29255  0.473
H  -3.40667  -0.83761  1.32063  0.484
O  -3.50889  0.14632  1.22503  -0.958
H  -2.84798  2.28789  0.01251  0.458
H  -1.42413  2.02052  -0.04743  0.470
O  -2.06537  2.60954  -0.40738  -0.925

Results
* molecular weight: 166.2 g/mol
* SMILES: C=CC(C=C)=CC.O.O.O.O
* HOMO level: -9.04 eV
* energy relative to the best compared isomer or geometry (same formula, charge and spin): 86.2 kcal per mole
* net charge: 0
* frontier orbital gap: 9.3 eV

***

Molecular formula: C3H3CuLiO4
Method: DFT, ωB97M-V/def2-TZVPD

Each line ends with the Löwdin spin population.
CARTESIAN COORDINATES (ANGSTROEM)
C  1.20716  0.96018  0.08929  0.016
O  0.97007  2.15140  0.04863  0.014
O  2.34858  0.37906  0.11402  0.153
C  0.04655  -0.07430  -0.01482  0.007
O  0.27809  -1.27268  -0.05220  0.005
O  -1.13546  0.45632  -0.01966  0.001
C  -2.27425  -0.41644  -0.01576  0.001
H  -2.24853  -1.05297  0.87615  0.000
H  -3.14761  0.23869  0.00245  0.000
H  -2.27097  -1.03405  -0.92123  0.000
Cu  4.02725  1.21958  -0.21970  0.687
Li  2.19911  -1.55478  0.11282  0.115

Results
* molecular weight: 173.5 g/mol
* HOMO level (alpha / beta): -5.16 / -8.21 eV
* energy relative to the best compared isomer or geometry (same formula, charge and spin): 0.0 kcal per mole
* net charge: 0
* frontier orbital gap (alpha / beta): 4.6 / 7.4 eV
* 2S+1: 2

***

Molecular formula: C4H9NO2
Method: DFT, ωB97M-V/def2-TZVPD

Each line ends with the natural charge from an NBO analysis.
CARTESIAN COORDINATES (ANGSTROEM)
C  -1.21800  1.19644  -0.17323  -0.622
C  -0.39491  0.17354  0.64008  -0.130
C  -0.66531  -1.25411  0.13857  -0.057
O  0.00986  -2.23701  0.86741  -0.711
N  1.03737  0.49930  0.63707  -0.098
C  1.70148  0.55431  -0.60047  0.038
O  2.30316  -0.52582  -0.05286  -0.433
H  -1.00937  2.23010  0.12192  0.226
H  -2.28763  1.00733  -0.00333  0.231
H  -1.03832  1.10465  -1.25008  0.210
H  -0.70078  0.23589  1.69316  0.210
H  -1.73671  -1.44303  0.25458  0.188
H  -0.42395  -1.28738  -0.93834  0.155
H  0.95616  -2.03214  0.79835  0.489
H  2.31493  1.44003  -0.61870  0.158
H  1.15202  0.33790  -1.51412  0.147

Results
* molecular weight: 103.1 g/mol
* HOMO level: -10.14 eV
* energy relative to the best compared isomer or geometry (same formula, charge and spin): 110.2 kcal per mole
* net charge: 0
* frontier orbital gap: 9.7 eV

***

Molecular formula: C16H32O2P2V
Method: DFT, ωB97M-V/def2-TZVPD

Each line ends with the Löwdin spin population.
CARTESIAN COORDINATES (ANGSTROEM)
P  -1.32070  2.21832  -0.25004  0.001
P  -0.16424  0.28724  -2.45438  0.001
C  -1.24257  2.88114  -2.00334  0.000
C  -1.21008  1.74302  -3.03463  0.000
H  -0.34373  3.52368  -2.06839  0.000
H  -2.13618  3.51193  -2.14865  0.000
H  -2.22167  1.34203  -3.23594  0.000
H  -0.77588  2.09154  -3.98679  0.000
C  1.46948  1.01258  -2.92359  0.001
H  2.22502  0.21763  -2.88377  0.000
H  1.76266  1.81864  -2.23383  0.000
H  1.40865  1.41012  -3.94545  0.000
C  -0.43511  -0.79842  -3.88853  0.000
H  -0.15981  -0.28379  -4.81566  0.000
H  -1.49123  -1.08515  -3.92546  0.000
H  0.18133  -1.69303  -3.76511  0.000
C  -1.33634  3.78278  0.66946  0.000
H  -1.48419  3.54756  1.72773  0.000
H  -2.14757  4.42832  0.31514  0.000
H  -0.37294  4.28583  0.53633  0.000
C  -3.11935  1.82594  -0.24703  0.000
H  -3.34491  0.96763  -0.89560  0.000
H  -3.68155  2.70349  -0.59367  0.000
H  -3.41693  1.58705  0.78139  0.000
V  0.88321  -2.11257  1.96307  2.571
C  0.67880  -2.22810  -0.35610  0.064
C  1.73483  -1.36674  -0.07010  0.072
C  1.64291  0.09370  0.21737  0.031
C  1.58025  0.58999  1.68639  0.045
C  0.46125  0.08651  2.52277  0.059
C  -0.73067  -0.51610  2.11588  0.050
C  -1.14024  -0.74408  0.70814  0.014
C  -0.77028  -2.05889  -0.01223  0.031
C  0.40542  -2.30204  4.05542  -0.048
H  0.90779  -3.18370  -0.84802  0.003
H  2.75203  -1.73652  -0.29428  0.006
H  0.81654  0.57292  -0.33323  0.002
H  2.52192  0.58147  -0.23056  0.004
H  2.54103  0.34953  2.18605  0.007
H  1.55384  1.69626  1.61969  0.011
H  0.59837  0.25374  3.59621  0.003
H  -1.45582  -0.77707  2.89979  0.005
H  -0.77072  0.07591  0.07383  0.001
H  -2.23198  -0.64151  0.64504  0.002
H  -1.13740  -2.92913  0.58078  0.010
H  -1.38130  -2.05886  -0.93774  0.005
H  0.07376  -3.34656  4.16544  0.002
H  -0.33494  -1.61903  4.49170  -0.003
H  1.38029  -2.17950  4.56468  0.002
O  3.68529  -5.09687  2.70619  0.005
C  3.21621  -3.96625  2.56854  0.010
O  1.97674  -3.66383  2.29784  0.030
H  3.90071  -3.09877  2.68727  0.003

Results
* molecular weight: 369.3 g/mol
* HOMO level (alpha / beta): -7.44 / -7.75 eV
* energy relative to the best compared isomer or geometry (same formula, charge and spin): 0.0 kcal per mole
* net charge: 0
* frontier orbital gap (alpha / beta): 7.6 / 7.7 eV
* 2S+1: 4

***

Molecular formula: C5H4IN2O2
Method: DFT, ωB97M-V/def2-TZVPD

Each line ends with the natural charge from an NBO analysis.
CARTESIAN COORDINATES (ANGSTROEM)
C  0.91332  1.61283  1.10642  -0.236
C  1.14899  -0.52833  1.04437  0.113
C  0.01628  1.09275  0.20422  0.249
C  -2.29376  -2.03239  -1.54037  0.663
C  -2.67207  -0.79583  -2.29975  -0.382
N  1.54280  0.59537  1.65701  -0.473
N  0.14360  -0.22065  0.17573  -0.586
O  -3.15870  -2.86352  -1.26401  -0.699
O  -1.05853  -2.04401  -1.29755  -0.785
I  -4.63930  -0.08224  -2.33364  0.079
H  1.06681  2.57820  1.49419  0.193
H  1.50548  -1.47496  1.16295  0.184
H  -1.90348  -0.10680  -2.82498  0.200
H  -0.28516  -1.00240  -0.37362  0.480

Results
* molecular weight: 251.0 g/mol
* HOMO level (alpha / beta): -5.56 / -4.74 eV
* energy relative to the best compared isomer or geometry (same formula, charge and spin): 94.3 kcal per mole
* net charge: -1
* frontier orbital gap (alpha / beta): 8.3 / 6.9 eV